Density functional theory data (ωB97M-V/def2-TZVPD) for a molecular structure, C17H13Cl3N3O4OsS3.

Properties
LUMO level (spin up / spin down) = -5.3 / -5.3 eV
spin multiplicity = 1
E_HOMO (spin up / spin down) = -10.666 / -10.666 eV
net charge = +1

Last column: Mulliken charge in e.
Geometry (Å):
Os (1.03, -0.60, 0.23)  1.21
O (-4.44, 0.11, 0.40)  -0.65
C (-4.27, -1.22, 0.22)  0.38
C (-5.42, -1.99, 0.14)  -0.66
C (-5.33, -3.35, -0.05)  -0.34
C (-4.09, -3.98, -0.16)  -0.79
C (-2.95, -3.23, -0.08)  -0.52
C (-3.01, -1.84, 0.11)  0.23
C (-1.76, -1.08, 0.17)  1.07
O (-0.64, -1.73, 0.06)  -0.69
N (-1.77, 0.21, 0.35)  -1.00
N (-0.48, 0.72, 0.31)  0.30
C (-0.38, 2.01, 0.27)  0.27
S (-1.79, 3.01, 0.24)  -0.03
C (-0.87, 4.55, -0.01)  -0.56
C (0.46, 4.42, 0.71)  -0.64
S (1.16, 2.81, 0.26)  0.03
H (-3.56, 0.54, 0.45)  0.58
H (-6.38, -1.49, 0.23)  0.45
H (-6.24, -3.94, -0.10)  0.39
H (-4.03, -5.05, -0.31)  0.44
H (-1.97, -3.69, -0.17)  0.42
H (-1.47, 5.36, 0.41)  0.42
H (-0.74, 4.71, -1.08)  0.33
H (0.34, 4.48, 1.79)  0.31
H (1.17, 5.18, 0.38)  0.40
S (1.24, -0.38, 2.42)  -0.29
C (2.94, 0.00, 2.03)  0.61
C (4.06, 0.19, 2.80)  -0.70
C (5.25, 0.49, 2.13)  -0.10
C (5.27, 0.58, 0.75)  -0.85
C (4.10, 0.37, 0.04)  -0.05
N (2.97, 0.10, 0.69)  -0.16
H (4.01, 0.11, 3.88)  0.46
H (6.16, 0.64, 2.70)  0.43
H (6.18, 0.81, 0.22)  0.42
H (4.05, 0.43, -1.04)  0.49
Cl (2.12, 0.17, -4.52)  -0.09
C (1.69, -1.30, -3.65)  0.81
Cl (2.93, -2.53, -3.84)  -0.09
Cl (0.11, -1.90, -4.18)  -0.08
C (1.51, -0.98, -2.17)  0.03
O (1.65, -1.88, -1.28)  -0.65
O (1.16, 0.16, -1.76)  -0.53



Density functional theory data (ωB97M-V/def2-TZVPD) for 2 unconnected molecules or ions with the total composition C17H13ClN2O4S in a non-equilibrium geometry.

Properties
LUMO level = 2.6 eV
spin multiplicity = 1
E_HOMO = 0.701 eV
net charge = -2

Last column: Mulliken charge in e.
Geometry (Å):
C (2.43, 2.35, 4.03)  -0.38
C (1.22, 2.01, 3.61)  -0.71
C (-0.01, 1.85, 2.56)  0.73
C (-1.20, 2.93, 2.52)  0.31
N (-1.09, 4.04, 3.55)  -0.61
C (-1.58, 3.46, 4.64)  0.35
S (-1.91, 2.58, 6.04)  -0.24
C (-2.39, 2.83, 1.48)  -0.59
C (-2.40, 1.59, 0.46)  0.36
C (-1.20, 0.51, 0.55)  0.07
C (0.00, 0.61, 1.58)  0.07
Cl (1.36, -0.59, 1.72)  -0.06
C (-1.29, -0.73, -0.45)  0.22
O (-0.77, -1.88, -0.24)  -0.64
C (-2.10, -0.55, -1.84)  0.39
C (-1.67, -1.52, -3.08)  -0.71
N (-1.04, -0.76, -4.21)  -0.49
C (-0.16, 0.37, -3.71)  -0.63
C (-3.16, 0.42, -1.89)  -0.42
C (-3.56, 1.37, -0.64)  0.21
O (-4.74, 1.89, -0.51)  -0.70
H (3.50, 2.60, 4.38)  0.33
H (-3.21, 3.65, 1.46)  0.26
H (-0.93, -2.33, -2.74)  0.26
H (-2.62, -2.04, -3.45)  0.30
H (-0.36, -1.42, -4.64)  0.30
H (-0.79, 1.33, -3.54)  0.20
H (0.63, 0.58, -4.53)  0.31
H (0.43, 0.10, -2.75)  0.23
H (-3.78, 0.59, -2.86)  0.27
O (3.81, -3.38, -1.43)  -0.69
C (3.76, -3.81, -0.18)  -0.16
C (4.33, -2.65, 0.80)  -0.03
O (4.30, -3.08, 2.06)  -0.69
H (4.34, -4.72, 0.07)  0.23
H (2.77, -4.07, 0.23)  0.14
H (3.75, -1.75, 0.57)  -0.01
H (5.33, -2.38, 0.40)  0.25